Formula: C27H29As2F2N3O9Tl
Source: OMol25
Level of theory: wB97M-V/def2-TZVPD

The geometry in XYZ format:
```
73
Properties=species:S:1:pos:R:3:forces:R:3
Tl 0.638871 -0.298493 2.719788 0.0 -0.1 0.0
O 2.435723 -3.581782 0.752142 0.0 0.0 0.0
C 2.207281 -2.555743 1.374884 0.0 0.0 0.0
N 1.006341 -2.214105 1.876922 0.0 0.0 0.1
C -0.070194 -3.153507 1.668879 0.0 0.0 0.0
C -1.326623 -2.792661 2.428396 0.0 0.0 0.0
C -2.407598 -3.666531 2.447761 0.0 0.0 0.0
C -3.559520 -3.295191 3.111031 0.0 0.0 0.0
C -3.610560 -2.061633 3.751783 0.0 0.0 0.0
C -2.493949 -1.257463 3.703278 0.0 0.0 0.0
N -1.381210 -1.621276 3.055095 0.0 0.0 0.0
C 3.323952 -1.556299 1.597003 0.0 0.0 0.0
C 4.602121 -1.862753 1.165296 0.0 0.0 0.0
C 5.602176 -0.917889 1.332117 0.0 0.0 0.0
C 5.293520 0.298829 1.919912 0.0 0.0 0.0
C 3.992255 0.522982 2.328901 0.0 0.0 0.0
N 3.031776 -0.387565 2.173167 0.0 0.0 0.0
H 0.252261 -4.157127 1.958830 0.0 0.0 0.0
H -0.322885 -3.222142 0.601915 0.0 0.0 0.0
H -2.330567 -4.624294 1.949273 0.0 0.0 0.0
H -4.412900 -3.959701 3.137554 0.0 0.0 0.0
H -4.492253 -1.737136 4.284827 0.0 0.0 0.0
H -2.469409 -0.295063 4.200651 0.0 0.0 0.0
H 4.778889 -2.825477 0.708143 0.0 0.0 0.0
H 6.610954 -1.126021 1.001788 0.0 0.0 0.0
H 6.040268 1.067384 2.056001 0.0 0.0 0.0
H 3.706028 1.464637 2.781320 0.0 0.0 0.0
C 2.132693 -0.560768 -1.259029 0.0 0.0 0.0
O 2.811320 0.561864 -0.686596 0.0 0.0 0.0
C 2.306216 1.785903 -0.503866 0.0 0.0 0.0
O 3.046457 2.658619 -0.131556 0.0 0.0 0.0
C 0.843401 2.179096 -0.547702 0.1 -0.1 0.0
C 0.316106 2.915377 -1.541543 0.0 0.0 0.0
As 0.673657 1.960350 -3.196957 0.0 0.0 0.0
C -0.409515 2.860044 -4.542252 0.0 0.0 0.0
C -0.717157 0.640925 -2.539060 0.0 0.0 0.1
C -1.001508 0.268669 -1.290995 -0.1 0.0 0.0
As -0.424323 1.087744 0.434870 0.1 0.1 0.0
C -1.956148 2.153238 0.975033 0.0 0.0 0.0
C -1.926732 -0.828581 -0.906693 0.0 0.0 0.1
O -2.319306 -0.907653 0.242636 0.0 0.0 0.0
O -2.236636 -1.690669 -1.856132 0.0 0.0 -0.1
C -3.204604 -2.696352 -1.496775 0.0 0.0 0.0
C -1.386542 0.007031 -3.724962 0.0 0.1 0.0
O -2.497584 0.261221 -4.089282 0.0 -0.1 0.0
O -0.507537 -0.760549 -4.375458 0.0 -0.1 0.0
C -1.013233 -1.380985 -5.575699 0.0 0.0 0.0
C -0.977168 3.658549 -1.407221 0.0 0.0 0.0
O -1.991132 3.325713 -1.961540 0.0 0.0 0.0
O -0.957836 4.763074 -0.655220 0.0 0.0 0.0
C 0.275471 5.277601 -0.116815 0.0 0.0 0.0
H 2.873589 -1.354549 -1.282327 0.0 0.0 0.0
H 1.802017 -0.350014 -2.272187 0.0 0.0 0.0
H 1.295600 -0.884657 -0.640143 0.0 0.0 0.0
H 0.086807 3.801575 -4.776505 0.0 0.0 0.0
H -1.424348 3.033370 -4.199561 0.0 0.0 0.0
H -0.405579 2.238852 -5.437296 0.0 0.0 0.0
H -2.597368 2.368875 0.126211 0.0 0.0 0.0
H -1.615742 3.071870 1.446669 0.0 0.0 0.0
H -2.486061 1.537665 1.698428 0.0 0.0 0.0
H -3.366010 -3.277685 -2.397598 0.0 0.0 0.0
H -4.127327 -2.221918 -1.171298 0.0 0.0 0.0
H -2.810126 -3.321727 -0.697984 0.0 0.0 0.0
H -0.183031 -1.949237 -5.980132 0.0 0.0 0.0
H -1.344831 -0.620542 -6.279253 0.0 0.0 0.0
H -1.848143 -2.033507 -5.330288 0.0 0.0 0.0
H 0.048475 6.293539 0.189569 0.0 0.0 0.0
H 1.065975 5.279580 -0.864787 0.0 0.0 0.0
H 0.599338 4.690969 0.741720 0.0 0.0 0.0
F -0.147728 0.723608 5.353149 0.0 0.0 0.0
C 0.364415 1.271974 4.226617 0.0 0.0 -0.1
F -0.564164 2.143029 3.732211 0.0 0.1 0.0
H 1.261131 1.835492 4.480942 0.0 0.0 0.0
```
Forces are in eV/Å.

- Net charge: +1
- Electronic energy: -183164.0024 eV
- LUMO: -3.41 eV
- Relative energy (zero: lowest compared OMol25 entry of this formula, charge and spin): 25.84 kcal/mol
- Kohn-Sham gap: 0.299 Eh
- M: 931.764 Da

These are the Löwdin partial charges, in e, on atoms 1 to 8: atom 1 (Tl): 1.0450, atom 2 (O): 0.0719, atom 3 (C): -0.5141, atom 4 (N): -0.0887, atom 5 (C): -0.1499, atom 6 (C): -0.2640, atom 7 (C): -0.0091, atom 8 (C): -0.0277